1.
This record from the Open Molecules 2025 dataset describes a 2-piece molecular cluster, H3N3O2 overall. The level of theory is wB97M-V/def2-TZVPD.

**DFT total energy**: -316.2562 hartree
**ΔE to the lowest compared entry with this formula, charge and spin**: 211.2 kJ/mol
**2S+1**: 3
**HOMO energy (alpha / beta)**: -10.145 / -10.975 eV

The geometry in XYZ format:
```
8
Properties=species:S:1:pos:R:3:mulliken_charge:R:1
N -0.80666 -0.29623 0.22617 -0.473
N 1.33601 0.61939 -0.05929 -0.459
H -0.41912 -1.20299 0.48449 0.254
H 1.29762 1.54290 0.34681 0.284
H -0.99540 -0.30434 -0.77444 0.243
N 2.40608 -0.11969 0.01552 1.244
O 3.40133 0.59273 0.12407 -0.530
O 2.36421 -1.30723 -0.10788 -0.564
```


2.
This record from the Open Molecules 2025 dataset describes an isolated ion of composition C31H41N2O2 and charge +1. The level of theory is wB97M-V/def2-TZVPD.

**DFT total energy**: -1465.5491 hartree
**Net charge**: +1
**SMILES**: C#CCc1c(CCC(C)C)[n+](Cc2ccccc2C)cc2c(O)c(CCO)cc(CCCCN)c12
**HOMO energy**: -11.363 eV

The geometry in XYZ format:
```
76
Properties=species:S:1:pos:R:3:mulliken_charge:R:1
C 1.00572 0.07035 -0.79645 0.255
C -0.32454 3.04906 -2.50548 0.049
H -3.36990 2.90907 -4.03155 0.460
C 0.00416 -1.96170 3.18892 -1.529
H -1.86305 -4.93672 -0.76847 0.223
C -1.18888 5.68684 -2.21682 -0.616
H -0.39867 1.06890 -3.38350 0.210
C -0.82344 -1.00919 2.34295 0.372
H 1.68337 -2.28441 1.46730 -0.145
H -6.26720 -0.74571 2.94911 0.336
H 5.08373 1.10877 0.80510 0.302
C 0.17228 1.60963 -2.62611 -0.702
H 1.28744 3.59176 -1.15387 0.351
H 3.15065 1.15268 -0.07189 0.563
H -1.55514 6.70334 -2.10120 0.404
H 4.35290 -1.18142 -2.71430 0.323
C 1.97441 -1.33332 1.02524 -0.048
C -0.45912 -0.39174 1.09157 0.906
H 3.97949 0.23248 3.73478 0.505
C 3.37744 0.89310 -1.11233 -0.598
C -1.47560 3.48164 -3.17663 1.082
C -0.10064 -3.46641 2.69550 -0.998
C 2.68128 -0.48713 2.02825 -1.064
C -0.77081 -5.15174 0.91620 -0.816
C -2.32896 2.57374 -4.05679 -1.649
H 5.94356 -0.42362 0.41542 0.314
H -1.93119 1.61577 -1.22569 0.714
H -3.58822 2.34482 0.75591 0.327
H -6.16049 0.30042 1.55070 0.331
H -0.95566 -6.25596 -0.78561 0.253
C 0.81980 -0.54774 0.43788 0.478
H 5.33975 1.21137 -1.95078 0.513
C 5.65106 0.56365 0.04581 -1.395
H 2.07852 0.03265 -2.67220 0.838
H 1.20816 1.68484 -2.94764 0.746
C -3.05924 0.08989 2.23754 0.616
H -0.43204 -1.96203 4.19396 0.497
H -2.33123 1.54067 -3.68772 0.327
H 6.09549 -1.00644 -2.35882 0.413
H 0.93406 -3.81953 2.56811 0.316
H 2.73897 -1.58518 0.28441 0.088
H -2.36881 -1.18746 3.80063 0.386
C -5.58036 -0.39036 2.16473 -0.464
N 0.01692 0.86178 -1.34732 0.366
H 1.04031 -1.66040 3.32487 0.314
C -2.08499 -0.74063 2.84740 -0.793
C -0.04979 5.23809 -1.54659 -0.740
H -1.84283 -3.35243 1.34576 0.244
C -1.45756 0.41615 0.47009 0.505
H 2.57739 -1.14848 -1.53202 0.769
C -1.90546 4.81455 -3.03205 -0.688
C 5.08544 -0.90738 -1.94915 -1.551
C 3.27682 -0.06144 2.98178 0.040
C 4.86382 0.46726 -1.30015 0.623
N -0.92491 -5.26721 -0.54792 -0.658
H 0.16961 -5.61822 1.22468 0.453
C -2.74019 0.65980 1.03108 -0.090
H -1.62483 -5.63767 1.41508 0.316
H -4.83562 -2.17077 1.98559 0.293
H -4.60268 1.41903 2.85336 0.374
H -1.99107 2.55705 -5.09792 0.352
O -5.17136 -1.49964 1.38078 -0.509
H -0.26706 -3.12469 0.54272 0.094
H -0.54795 -4.08268 3.48010 0.482
H 3.22828 1.83252 -1.66796 0.273
O -3.65596 1.45867 0.37173 -0.591
C -1.15787 1.01328 -0.75706 -0.773
H 6.56580 1.14899 -0.11130 0.362
H -4.35174 0.07452 3.94046 0.440
H -2.80537 5.13550 -3.55054 0.440
H 5.01680 -1.68103 -1.16556 0.316
C 0.39823 3.93180 -1.68300 -0.443
C -0.79102 -3.66509 1.34376 0.249
H 0.47751 5.94110 -0.90535 0.405
C 2.29083 -0.09660 -1.60834 -2.181
C -4.40661 0.33799 2.87812 -1.165
```


3.
This record from the Open Molecules 2025 dataset describes C39H35Br4ClN5O4Sb2V as an isolated structure. The level of theory is wB97M-V/def2-TZVPD.

**DFT total energy**: -14262.4538 hartree
**ΔE to the lowest compared entry with this formula, charge and spin**: 255.1 kJ/mol
**2S+1**: 2
**Net charge**: +1
**HOMO energy (alpha / beta)**: -9.385 / -9.387 eV

The geometry in XYZ format:
```
91
Properties=species:S:1:pos:R:3:mulliken_charge:R:1
C -0.73993 -1.11490 3.96235 0.651
C 0.26992 4.50771 2.46676 -0.015
N -0.63482 3.74369 3.19943 0.151
H -1.42168 -5.02667 3.37413 0.571
C 4.58971 -2.21322 0.71398 -0.773
H -2.03434 -0.61606 -4.86315 0.622
H -0.78927 -3.11765 1.95031 1.126
N 0.23863 1.71898 2.44356 0.011
H 2.79091 6.50719 0.36024 0.448
H 0.96572 1.19748 -5.91726 0.364
C 0.17685 1.83991 -5.54115 -0.523
H 1.95244 0.40838 -3.42479 0.412
Sb -0.17645 -1.27514 -3.17147 0.675
C -1.96981 3.71465 -1.46998 -1.575
C -2.43700 -1.55605 5.55714 0.297
C -0.61628 2.41265 3.13863 -0.658
H -5.03859 1.17237 -1.06501 0.397
C 4.97057 -3.32242 1.47851 -0.311
C 3.05822 -0.19334 0.54967 -0.313
C 0.43256 -4.29985 0.62205 0.040
H -2.72435 4.19379 -2.09391 0.401
H 2.14541 -0.95282 -4.55501 0.454
H -4.41833 1.92881 0.40322 0.288
C 2.09828 4.56758 0.90128 -0.318
C 1.15908 6.60477 1.76710 -0.450
H -2.03801 4.12849 -0.46574 0.446
H 1.16065 7.68571 1.80769 0.432
C -3.39215 -1.31936 4.54332 0.236
H -0.44948 -0.69499 -5.68065 0.698
C -1.08413 -1.46603 5.24694 -0.266
H -0.48068 6.41619 3.13416 0.426
H -0.82767 5.06946 -5.58869 0.416
Cl -0.81907 -7.78917 3.15471 -0.193
C 4.20756 -3.71689 2.55384 -0.978
C 3.45116 -1.53879 1.05925 0.408
H 5.18428 -1.87684 -0.12488 0.516
C -4.37431 1.95009 -0.68685 -1.444
C 3.02974 -3.02497 2.82073 -0.017
C -0.76977 -5.16984 2.52356 -1.011
H -1.31611 4.20555 3.78380 0.288
H -4.70835 2.92354 -1.04618 0.465
C -2.98873 1.52332 -3.46462 -1.560
H 0.71942 -3.72802 -3.88399 0.351
O 0.54418 -1.00185 3.47966 -0.609
H -2.69448 4.05808 -4.32598 0.466
C 2.08743 5.93697 0.95047 -0.834
H -3.21529 0.47732 -3.66130 0.383
C -0.04759 -3.08333 -4.31058 -1.412
C -3.00520 -1.01630 3.23939 -0.256
C -1.00599 -0.25790 -4.85386 -1.758
H 3.66022 0.36234 -0.16179 0.480
N 2.10544 0.40014 1.16089 1.256
C 1.16581 2.37818 1.71595 0.167
N 2.09974 1.75753 1.02996 -1.006
O 0.61671 -1.93072 0.23261 0.394
H 1.07047 3.63341 -6.31668 0.410
Br 0.30228 -1.83285 6.45300 -0.099
C -1.64426 -0.91166 2.93176 0.260
Br -2.95877 -1.98492 7.30499 -0.130
C -0.89877 1.25468 -4.88509 0.923
C 1.18764 3.82962 1.67627 0.991
H -1.00128 -3.60947 -4.28985 0.414
H 0.20916 -2.84604 -5.34301 0.432
C -1.89556 2.08055 -4.36048 0.486
V 0.90533 -1.09303 1.78853 -0.736
H 0.79748 -7.66229 0.83644 0.477
C 0.24556 5.90382 2.51526 -1.015
H 2.48724 -1.18861 -2.83022 0.351
C 0.48101 -6.65819 1.08145 -0.762
H -3.90115 2.11841 -3.46894 0.600
O 1.20656 -3.31170 -1.39977 -0.582
Sb -2.37471 1.60932 -1.39715 0.669
H 2.79597 4.03243 0.27398 0.471
C -0.81794 4.01155 -5.36171 -0.685
H -0.98360 3.92418 -1.88207 0.399
C 1.84642 -0.66984 -3.54518 -1.450
H 5.87694 -3.85784 1.22906 0.474
O -1.12126 -0.68376 1.74779 -0.238
C -0.32956 -6.44157 2.18853 0.295
H 4.49968 -4.54675 3.18031 0.453
Br -4.19915 -0.82459 1.80482 -0.067
N 2.67542 -1.98548 2.08243 0.487
C -0.38458 -4.10051 1.73015 0.032
H 2.35949 -3.28940 3.62913 0.515
C -1.86719 3.43847 -4.65220 -0.462
Br -5.21744 -1.42804 4.95069 -0.128
C 0.23295 3.20877 -5.77872 -0.808
C 0.85456 -5.58427 0.29478 -0.569
H 1.47755 -5.72986 -0.57775 0.502
C 0.79426 -3.18386 -0.29305 0.113
H -1.37350 1.89160 3.71403 0.515
```